# C19H29F5N2O19

9 unconnected molecules or ions with the total composition C19H29F5N2O19 in a non-equilibrium geometry (ωB97M-V/def2-TZVPD, the OMol25 dataset).

Results
Max |F| in eV/Å: 12.21
HOMO-LUMO gap in eV: 5.85
E_LUMO in eV: -0.7
Total charge: 0
HOMO in eV: -6.527
Energy above the lowest of the compared OMol25 structures with the same formula, charge and spin in kcal/mol: 176.8

Each atom is followed by the atoms it is bonded to, with distances in Å.
CARTESIAN COORDINATES (ANGSTROEM)
1 N 0.75 0.17 -0.97  H2 1.010, H3 1.010, H4 1.010, H5 1.010
2 H 1.19 0.51 -0.13  N1 1.010
3 H -0.18 0.57 -0.98  N1 1.010
4 H 0.76 -0.84 -1.03  N1 1.010
5 H 1.25 0.63 -1.73  N1 1.010
6 N 1.94 -5.06 -2.94  H7 1.010, H8 1.010, H9 1.010, H10 1.010
7 H 1.93 -5.81 -3.62  N6 1.010
8 H 1.19 -5.07 -2.26  N6 1.010
9 H 1.90 -4.19 -3.45  N6 1.010
10 H 2.83 -5.19 -2.48  N6 1.010
11 C -2.80 -4.80 1.40  C12 1.530, H15 1.090, H16 1.090, H17 1.090
12 C -1.56 -4.95 0.52  C11 1.530, O13 1.235, O14 1.156
13 O -1.02 -3.98 -0.03  C12 1.235
14 O -1.21 -5.99 0.14  C12 1.156
15 H -3.55 -5.52 1.09  C11 1.090
16 H -3.34 -3.86 1.41  C11 1.090
17 H -2.55 -5.04 2.43  C11 1.090
18 C 3.49 -0.60 -7.04  C19 1.524, H22 1.090, H23 1.090, H24 1.090
19 C 2.89 -0.43 -5.65  C18 1.524, O20 1.247, O21 1.220
20 O 2.20 -1.37 -5.22  C19 1.247
21 O 3.14 0.52 -4.92  C19 1.220
22 H 3.27 0.26 -7.68  C18 1.090
23 H 3.24 -1.53 -7.56  C18 1.090
24 H 4.56 -0.59 -6.84  C18 1.090
25 C 3.63 -6.72 2.47  C26 1.537, O30 1.449, H32 1.090, H33 1.090
26 C 3.51 -5.69 3.61  C25 1.537, O27 1.352, F31 1.363, H34 1.090
27 O 3.91 -4.58 2.95  C26 1.352, C28 1.323
28 C 4.00 -4.59 1.63  O27 1.323, O29 1.217, O30 1.416
29 O 4.15 -3.69 0.83  C28 1.217
30 O 3.92 -5.95 1.28  C25 1.449, C28 1.416
31 F 4.45 -5.74 4.60  C26 1.363
32 H 2.72 -7.32 2.43  C25 1.090
33 H 4.49 -7.39 2.55  C25 1.090
34 H 2.47 -5.69 3.92  C26 1.090
35 C -2.15 4.83 -4.44  C36 1.559, O40 1.392, H42 1.090, H43 1.090
36 C -0.90 4.31 -5.20  C35 1.559, O37 1.311, F41 1.348, H44 1.090
37 O -0.37 5.43 -5.64  C36 1.311, C38 1.399
38 C -0.97 6.56 -5.07  O37 1.399, O39 1.220, O40 1.321
39 O -0.35 7.58 -4.83  C38 1.220
40 O -2.11 6.22 -4.50  C35 1.392, C38 1.321
41 F -1.28 3.63 -6.31  C36 1.348
42 H -2.31 4.43 -3.44  C35 1.090
43 H -3.01 4.57 -5.07  C35 1.090
44 H -0.28 3.65 -4.59  C36 1.090
45 C -6.32 0.64 1.91  C46 1.569, O50 1.414, H52 1.090, H53 1.090
46 C -5.16 0.20 2.88  C45 1.569, O47 1.395, F51 1.354, H54 1.090
47 O -4.08 0.26 2.00  C46 1.395, C48 1.344
48 C -4.31 1.03 0.93  O47 1.344, O49 1.226, O50 1.352
49 O -3.44 1.30 0.11  C48 1.226
50 O -5.61 1.39 0.95  C45 1.414, C48 1.352
51 F -5.56 -1.04 3.24  C46 1.354
52 H -6.89 1.28 2.58  C45 1.090
53 H -6.80 -0.21 1.43  C45 1.090
54 H -5.04 0.85 3.75  C46 1.090
55 C 0.41 7.25 0.23  C56 1.571, O60 1.476, H62 1.090, H63 1.090
56 C -0.54 6.04 0.58  C55 1.571, O57 1.386, F61 1.332, H64 1.090
57 O 0.22 4.97 0.14  C56 1.386, C58 1.376
58 C 1.56 5.22 0.36  O57 1.376, O59 1.226, O60 1.355
59 O 2.44 4.38 0.30  C58 1.226
60 O 1.63 6.54 0.67  C55 1.476, C58 1.355
61 F -1.74 6.06 0.00  C56 1.332
62 H 0.29 8.18 0.79  C55 1.090
63 H 0.26 7.42 -0.83  C55 1.090
64 H -0.61 6.03 1.66  C56 1.090
65 C 0.84 -0.49 6.38  C66 1.505, O70 1.424, H72 1.090, H73 1.090
66 C -0.35 0.34 5.97  C65 1.505, O67 1.375, F71 1.355, H74 1.090
67 O -0.02 0.55 4.66  C66 1.375, C68 1.336
68 C 1.29 0.39 4.44  O67 1.336, O69 1.198, O70 1.181
69 O 1.82 0.30 3.37  C68 1.198
70 O 1.79 -0.04 5.42  C65 1.424, C68 1.181
71 F -0.41 1.53 6.62  C66 1.355
72 H 0.69 -1.56 6.29  C65 1.090
73 H 1.16 -0.39 7.42  C65 1.090
74 H -1.34 -0.10 6.08  C66 1.090